Record 1
Formula: C3H2BrF
Source: the Open Molecules 2025 dataset
Level of theory: the ωB97M-V functional and the def2-TZVPD basis

XYZ file:
```
7
Properties=species:S:1:pos:R:3:forces:R:3:lowdin_charge:R:1
C -0.406 -0.013 0.122 -1.037 0.429 -0.771 0.081
C -1.664 0.274 0.002 -3.243 0.063 -0.670 -0.116
C 1.930 -0.408 0.571 -0.147 -1.102 1.466 -0.658
F 2.164 -1.510 -0.092 -0.252 -0.153 -0.215 -0.122
Br 2.767 0.957 -0.380 0.519 1.213 -0.883 0.602
H -2.253 0.725 -0.937 2.082 -0.836 1.805 0.117
H -2.539 -0.024 0.713 2.078 0.386 -0.733 0.096
```
Forces are in eV/Å.

Computed properties:
orbital gap	7.675	eV
strongest force on any atom	0.0644	hartree/bohr
relative energy (zero: lowest compared OMol25 entry of this formula, charge and spin)	4.6401	eV

***

Record 2
Formula: C3H2BrO2S
Source: the Open Molecules 2025 dataset
Level of theory: the ωB97M-V functional and the def2-TZVPD basis

XYZ file:
```
9
Properties=species:S:1:pos:R:3:forces:R:3:lowdin_charge:R:1
C -1.378 0.053 0.549 -1.148 1.326 -3.439 -0.151
C -2.263 -0.247 -0.552 0.916 0.590 0.519 -0.007
C -1.250 0.743 -0.619 -2.776 -4.081 3.564 -0.162
O 2.745 -1.442 -0.486 -0.896 0.108 0.506 -0.560
O 0.557 -1.230 0.737 1.436 -0.484 -0.305 -0.566
S 1.420 -0.823 -0.386 0.054 -0.853 -0.370 0.437
Br 2.011 1.479 0.260 0.247 0.736 0.269 -0.066
H -1.106 -0.004 1.552 0.233 -0.159 1.199 0.067
H -0.735 1.471 -1.055 1.934 2.816 -1.943 0.007
```
Forces are in eV/Å.

Computed properties:
charge	-1
orbital gap	8.542	eV
strongest force on any atom	0.1184	hartree/bohr
relative energy (zero: lowest compared OMol25 entry of this formula, charge and spin)	0.4052	eV

***

Record 3
Formula: C3H2Cl2
Source: the Open Molecules 2025 dataset
Level of theory: the ωB97M-V functional and the def2-TZVPD basis

XYZ file:
```
7
Properties=species:S:1:pos:R:3:forces:R:3:lowdin_charge:R:1
C -0.101 -1.510 0.521 -0.259 2.604 -0.274 -0.432
C 0.062 1.558 -0.352 -1.267 -2.648 0.315 -0.468
C -0.441 0.053 0.114 2.475 -0.684 -1.285 -0.394
Cl 1.195 -2.195 -0.322 0.013 0.501 -0.029 0.576
Cl 1.626 1.957 -0.007 0.774 -0.224 0.286 0.627
H -1.123 -0.246 -0.666 -0.274 -0.192 -1.272 0.064
H -1.217 0.382 0.712 -1.463 0.644 2.259 0.027
```
Forces are in eV/Å.

Computed properties:
orbital gap	7.467	eV
strongest force on any atom	0.0574	hartree/bohr
relative energy (zero: lowest compared OMol25 entry of this formula, charge and spin)	5.4688	eV